No. 1
{"formula": "C28H23MnN4O2", "method": "the ωB97M-V functional and the def2-TZVPD basis", "lumo_ev": [-11.12, -10.77], "s_squared": 4.042, "spin_multiplicity": 4, "charge": 3, "total_energy_ha": -2600.342324, "homo_energy_ev": [-17.34, -17.40], "orbital_gap_ha": [0.229, 0.244], "elements": ["Mn", "O", "C", "C", "C", "C", "N", "C", "C", "C", "C", "C", "C", "O", "C", "C", "N", "H", "H", "H", "H", "H", "H", "H", "H", "H", "H", "H", "H", "C", "C", "C", "C", "C", "C", "C", "C", "C", "C", "C", "C", "C", "C", "C", "N", "H", "H", "H", "H", "H", "H", "H", "H", "H", "H", "N", "C", "H"], "xyz": [[0.439, -0.246, -0.404], [2.138, -1.235, 6.075], [2.800, -0.213, 5.386], [2.266, -0.168, 3.988], [2.730, 0.769, 3.064], [2.220, 0.770, 1.790], [1.274, -0.108, 1.389], [0.809, -1.019, 2.286], [1.285, -1.071, 3.575], [-0.232, -1.918, 1.755], [-0.842, -2.910, 2.484], [-1.828, -3.700, 1.890], [-2.505, -4.784, 2.669], [-1.962, -4.800, 3.960], [-2.161, -3.449, 0.559], [-1.517, -2.447, -0.123], [-0.560, -1.691, 0.455], [2.466, -1.298, 6.979], [3.884, -0.375, 5.328], [2.647, 0.774, 5.842], [3.486, 1.494, 3.333], [2.564, 1.491, 1.063], [0.917, -1.797, 4.284], [-0.580, -3.096, 3.515], [-2.358, -5.731, 2.136], [-3.584, -4.578, 2.668], [-2.376, -5.491, 4.489], [-2.921, -4.029, 0.052], [-1.757, -2.229, -1.153], [-2.259, 2.877, 0.602], [-2.982, 2.959, -0.580], [-2.707, 2.116, -1.651], [-1.693, 1.170, -1.547], [-0.990, 1.138, -0.342], [-1.231, 1.941, 0.745], [-1.285, 0.215, -2.583], [-1.844, 0.088, -3.854], [-1.330, -0.852, -4.715], [-0.256, -1.682, -4.329], [0.312, -2.658, -5.182], [1.355, -3.428, -4.749], [1.871, -3.260, -3.446], [1.338, -2.327, -2.594], [0.271, -1.524, -3.029], [-0.272, -0.574, -2.195], [-2.486, 3.537, 1.429], [-3.774, 3.690, -0.670], [-3.285, 2.197, -2.563], [-0.675, 1.874, 1.670], [-2.663, 0.725, -4.154], [-1.748, -0.961, -5.709], [-0.091, -2.782, -6.179], [1.791, -4.172, -5.401], [2.695, -3.880, -3.119], [1.743, -2.224, -1.588], [2.450, 1.838, -1.869], [1.773, 1.083, -1.340], [3.050, 2.505, -2.336]]}

***

No. 2
{"formula": "C28H23N7O2S4Sn", "method": "the ωB97M-V functional and the def2-TZVPD basis", "lumo_ev": -7.44, "charge": 2, "total_energy_ha": -3421.143413, "homo_energy_ev": -13.26, "orbital_gap_ha": 0.214, "elements": ["Sn", "N", "C", "N", "C", "N", "N", "C", "C", "C", "C", "C", "C", "N", "C", "C", "C", "C", "C", "C", "H", "H", "H", "H", "H", "H", "H", "H", "H", "H", "H", "O", "C", "S", "C", "C", "S", "S", "S", "C", "N", "N", "C", "O", "C", "C", "C", "C", "C", "C", "C", "C", "C", "H", "H", "H", "H", "H", "H", "H", "H", "H", "H", "H", "H"], "xyz": [[0.772, 1.244, -1.267], [-3.838, 0.693, -2.064], [-2.620, 1.219, -1.989], [-1.521, 0.530, -2.056], [-1.590, -0.844, -2.222], [-0.524, -1.554, -2.419], [0.653, -0.951, -2.361], [1.641, -1.454, -3.004], [2.938, -0.826, -2.966], [4.013, -1.373, -3.667], [5.231, -0.716, -3.636], [5.338, 0.458, -2.905], [4.221, 0.923, -2.226], [3.050, 0.308, -2.257], [-2.882, -1.489, -2.266], [-3.040, -2.869, -2.428], [-4.306, -3.406, -2.529], [-5.432, -2.591, -2.420], [-5.299, -1.230, -2.231], [-4.026, -0.675, -2.182], [-4.659, 1.286, -2.071], [-2.536, 2.294, -1.870], [1.509, -2.339, -3.619], [3.886, -2.296, -4.212], [6.076, -1.106, -4.181], [6.263, 1.009, -2.863], [4.264, 1.826, -1.630], [-2.156, -3.484, -2.495], [-4.427, -4.464, -2.695], [-6.415, -3.024, -2.496], [-6.164, -0.594, -2.138], [3.605, 8.100, -1.900], [2.945, 7.150, -1.688], [2.991, 6.221, -0.151], [1.902, 4.955, -0.613], [1.258, 5.098, -1.897], [0.106, 4.057, -2.460], [1.777, 6.447, -2.865], [1.691, 3.656, 0.389], [0.870, -1.663, 4.937], [1.031, -0.756, 3.830], [0.114, -0.641, 2.821], [0.691, 0.020, 1.775], [0.067, 0.274, 0.688], [2.005, 0.318, 2.168], [2.182, -0.180, 3.441], [3.350, -0.145, 4.346], [-1.265, -0.880, 3.024], [-1.993, -1.543, 2.047], [-3.351, -1.728, 2.230], [-3.971, -1.261, 3.377], [-3.234, -0.615, 4.355], [-1.877, -0.420, 4.186], [-0.133, -2.087, 4.927], [1.035, -1.140, 5.879], [1.597, -2.477, 4.871], [2.715, 0.844, 1.561], [4.168, 0.399, 3.889], [3.683, -1.156, 4.575], [3.089, 0.343, 5.285], [-1.495, -1.896, 1.157], [-3.924, -2.250, 1.480], [-5.031, -1.393, 3.510], [-3.713, -0.249, 5.247], [-1.306, 0.094, 4.943]]}